[1]
65
Properties=species:S:1:pos:R:3:forces:R:3:lowdin_spin:R:1 method="wB97M-V/def2-TZVPD" mol_weight_g_mol=718.8 multiplicity=2 total_energy_ha=-2666.44490 homo_energy_ev="-19.5 / -19.5" gap_ev="5.8 / 6.2" charge=+4 de_lowest_kj_mol=0.0
Re -0.80894 -0.10708 -0.16226 -0.50 0.52 0.97 0.759
S -1.36668 0.02421 2.03261 -0.50 0.14 -0.20 0.030
S 2.34235 -1.28246 0.39833 0.70 0.18 0.18 0.009
P -1.03984 2.51976 -0.90011 -0.02 0.33 0.03 0.007
O -0.19037 1.51217 -1.90721 0.07 -0.09 -0.23 0.003
O 0.75765 -0.99109 0.08455 0.64 -0.70 -0.25 0.085
O -1.64561 3.52643 -1.90311 -0.17 0.08 -0.15 0.003
O -2.23437 1.22786 -0.81201 0.02 0.08 -0.24 0.014
N -3.44206 0.49050 3.63098 -0.01 -0.02 0.10 0.003
N -4.03177 -0.13721 1.47593 -0.11 -0.03 0.00 0.005
N -1.59501 -1.74352 -1.05228 -0.38 -0.06 -0.32 0.010
N -0.24539 -1.50063 -2.96884 -0.02 0.00 -0.06 0.015
C 3.92049 -4.77317 -0.49804 0.02 0.02 -0.03 0.000
C -4.72536 0.58090 4.03524 0.05 0.04 0.02 0.000
C 2.56673 0.35015 2.49454 0.10 0.04 0.00 0.002
C -1.21662 -2.15030 -2.30179 -0.11 -0.02 0.16 0.013
C 1.46084 -3.88235 0.51632 0.07 -0.12 0.07 0.001
C -3.17810 -3.54375 -0.92456 -0.07 -0.13 -0.09 0.003
C 2.47590 -2.99529 0.15488 -0.15 -0.01 -0.11 0.003
C 3.70003 -3.40883 -0.36337 0.04 -0.06 -0.10 0.000
C -3.12492 0.95799 -1.97297 -0.02 -0.01 0.04 0.009
C -2.56840 -2.46853 -0.38163 0.25 0.10 -0.09 0.003
C 2.48287 -0.99522 2.11305 -0.09 0.04 -0.09 0.001
C -2.81257 -3.94400 -2.22887 -0.06 -0.03 0.07 0.011
C 2.65594 -2.03988 3.01828 -0.07 -0.01 0.18 0.003
C -1.84805 -3.25548 -2.90135 0.05 -0.03 -0.06 -0.002
C 2.89594 -1.71670 4.34579 -0.02 -0.08 -0.04 0.000
C 1.69917 -5.23382 0.35244 -0.06 0.04 0.03 0.000
C 2.79713 0.64688 3.82282 0.02 0.00 0.02 0.000
C -3.11944 0.12415 2.36887 0.14 -0.12 0.06 0.002
C 2.96466 -0.38801 4.74460 -0.01 0.04 -0.04 0.004
C -5.71997 0.29512 3.13286 -0.06 -0.02 -0.02 0.004
C 2.92340 -5.67453 -0.15245 0.02 0.02 -0.03 0.000
C -5.32391 -0.06270 1.85272 0.10 0.00 -0.09 -0.001
C 0.78804 2.00328 -2.91039 0.03 -0.08 0.13 0.000
C -2.01478 4.94735 -1.64903 0.03 0.03 0.01 0.000
H 0.52225 -3.52724 0.92320 0.01 0.00 0.03 0.000
H 0.03854 -1.84818 -3.87251 -0.02 0.01 -0.01 0.000
H -3.81502 0.18664 -1.64757 0.01 0.00 0.03 0.000
H 2.50652 1.14673 1.75947 0.00 -0.02 0.01 0.000
H 2.89522 1.67717 4.13761 -0.02 -0.01 0.01 0.000
H -2.70607 0.69655 4.30186 0.01 0.00 0.01 0.000
H -1.84987 5.45699 -2.59084 0.02 -0.02 -0.01 0.000
H 0.80021 1.27947 -3.71895 -0.01 0.00 -0.01 0.000
H 0.26556 -0.71086 -2.62172 0.01 -0.01 0.04 0.000
H -1.54803 -3.53954 -3.90205 0.00 -0.01 0.01 0.000
H 1.76432 2.09810 -2.44365 0.00 0.00 0.01 0.000
H -1.38158 5.35812 -0.86747 0.01 -0.03 0.01 0.000
H -3.64876 1.87968 -2.20237 -0.01 0.01 0.02 0.001
H 3.09403 -6.73457 -0.28680 0.02 -0.01 0.05 0.000
H 3.04766 -2.51006 5.06511 0.02 0.01 0.01 0.000
H 4.86695 -5.12525 -0.88540 -0.01 0.00 -0.01 0.000
H 3.17738 -0.15218 5.77923 0.00 0.01 0.00 0.000
H -2.52655 0.63438 -2.82111 0.03 0.01 0.01 0.000
H 4.46476 -2.69668 -0.65265 -0.01 -0.01 0.02 0.000
H 2.63121 -3.07458 2.70638 0.02 0.02 -0.01 0.000
H -2.81290 -2.10920 0.60260 0.01 0.01 0.02 0.000
H -3.29172 -4.79710 -2.69278 0.00 0.01 0.00 0.000
H -3.92848 -4.08037 -0.36207 0.00 0.00 -0.01 0.000
H 0.43624 2.95950 -3.28554 -0.02 0.00 -0.01 0.000
H -4.89954 0.87936 5.06181 0.02 0.00 0.01 0.000
H -6.76216 0.34910 3.41610 0.01 0.00 0.00 0.000
H -3.06302 4.97476 -1.37297 0.00 -0.04 0.00 0.000
H -6.05768 -0.30334 1.09231 0.01 0.02 -0.01 0.000
H 0.94229 -5.95211 0.63755 -0.01 -0.01 -0.05 0.000

[2]
60
Properties=species:S:1:pos:R:3:forces:R:3:nbo_charge:R:1 method="wB97M-V/def2-TZVPD" mol_weight_g_mol=419.5 smiles="Cc1cccnc1CN1CCN(C(=O)CCc2nnc(CCc3ccccc3)o2)CC1" total_energy_ha=-1356.22311 homo_energy_ev=-8.6 gap_ev=9.4 charge=0 de_lowest_kj_mol=238.8
O -2.78167 -2.17815 -1.15249 -0.06 -0.14 -0.23 -0.416
O 0.85801 -2.47150 -1.31525 -0.29 0.00 -0.47 -0.658
N 2.70306 0.52003 0.86172 0.21 0.06 0.02 -0.448
N -2.93483 -0.33260 0.00925 -0.91 0.67 -0.75 -0.305
N 2.26520 -1.92624 0.34729 0.20 0.02 -0.16 -0.425
N -2.07145 -1.15766 0.64326 0.84 -1.04 0.42 -0.328
N 2.29903 2.66695 3.41633 0.46 0.06 -0.05 -0.435
C -1.01141 -0.26522 -3.12291 -0.03 -0.04 -0.02 -0.233
C -1.99007 -2.23702 -0.06140 0.10 0.32 0.41 0.484
C -1.03022 2.49195 -2.94406 -0.02 0.13 0.02 -0.206
C -2.21259 0.41767 -3.25363 -0.01 -0.03 -0.22 -0.025
C 1.10050 -2.42431 -0.12260 0.08 -0.13 0.51 0.701
C -1.16373 -3.43140 0.23530 0.10 -0.11 -0.10 -0.449
C 0.39178 2.02258 2.11649 -0.01 0.03 0.19 -0.033
C 0.13661 -2.99609 0.91151 -0.24 -0.03 -0.30 -0.502
C 3.26348 -0.32961 1.88799 -0.08 -0.07 -0.01 -0.239
C -0.42381 2.28875 3.20918 0.18 -0.01 -0.02 -0.161
C 1.50430 2.92496 4.44137 -0.25 0.06 0.28 0.019
C -3.50353 -0.33360 -3.43560 -0.04 0.09 0.10 -0.411
C 3.22411 -1.35719 -0.57647 0.05 -0.01 -0.26 -0.241
C -2.20998 1.80356 -3.15970 0.00 -0.02 -0.01 -0.210
C 0.13230 2.74881 4.39212 0.07 0.00 -0.03 -0.258
C 2.62065 -1.72186 1.73439 0.06 -0.07 0.29 -0.210
C 0.16944 0.42124 -2.90701 0.12 0.02 0.03 -0.138
C 1.76640 2.23307 2.28320 -0.08 0.03 -0.08 0.188
C 2.73628 1.93651 1.16887 -0.05 -0.08 0.02 -0.238
C 3.24464 0.17553 -0.43477 -0.07 -0.02 -0.01 -0.209
C -4.25118 -0.43078 -2.09277 0.10 -0.32 -0.24 -0.449
C 0.16358 1.80161 -2.81648 0.11 0.03 -0.02 -0.245
C -0.18060 1.54501 0.82379 -0.09 0.03 -0.04 -0.645
C -3.33936 -0.95004 -1.04897 -0.22 0.47 0.54 0.475
H -4.14508 0.17410 -4.15838 0.02 -0.08 -0.04 0.219
H 1.72905 -1.77475 2.35503 0.05 -0.01 -0.02 0.214
H -3.29497 -1.34051 -3.80177 -0.04 0.04 -0.05 0.217
H 3.73930 2.28109 1.46746 -0.12 0.05 -0.05 0.193
H 2.93710 -1.65610 -1.58473 0.14 0.02 0.12 0.250
H 1.99896 3.28140 5.33575 -0.06 0.03 0.12 0.189
H -4.58740 0.55342 -1.76774 0.01 -0.07 0.05 0.241
H -0.10868 -2.23710 1.65445 0.11 -0.08 0.09 0.251
H -0.48325 2.96282 5.25253 -0.03 0.02 0.08 0.216
H 4.36306 -0.39432 1.80884 -0.04 0.03 0.05 0.164
H 4.27829 0.54420 -0.57093 -0.07 -0.02 0.00 0.166
H 0.36583 0.67713 0.46424 -0.04 -0.06 -0.09 0.239
H 3.02255 0.08400 2.86738 0.08 -0.06 0.00 0.229
H 2.61081 0.63979 -1.19356 0.04 0.03 -0.05 0.199
H -0.10095 2.32320 0.06448 -0.02 0.04 -0.13 0.216
H -0.98639 -1.34342 -3.18272 -0.03 -0.13 0.00 0.224
H -1.22728 1.27871 0.93602 -0.05 0.04 -0.06 0.238
H -5.11434 -1.09258 -2.19435 -0.06 0.08 0.03 0.229
H 1.08529 2.34246 -2.65232 0.07 0.04 0.02 0.209
H 1.08676 -0.13809 -2.80772 0.10 -0.07 0.03 0.208
H -1.04233 3.57035 -2.87473 0.00 0.08 0.00 0.212
H -0.95275 -3.95014 -0.70141 -0.03 -0.01 0.11 0.253
H -1.72501 -4.10017 0.89327 0.03 0.00 -0.04 0.231
H -3.13916 2.34693 -3.25915 -0.11 0.07 -0.01 0.205
H 2.43216 2.48013 0.27028 0.05 0.00 -0.06 0.208
H -1.49006 2.13156 3.12764 -0.10 -0.02 -0.03 0.216
H 4.20838 -1.77902 -0.34837 -0.04 0.03 -0.03 0.191
H 0.61283 -3.84586 1.40411 0.00 0.06 0.08 0.230
H 3.31965 -2.50401 2.05941 -0.07 0.06 0.06 0.189

[3]
60
Properties=species:S:1:pos:R:3:forces:R:3:nbo_charge:R:1 method="wB97M-V/def2-TZVPD" mol_weight_g_mol=419.5 smiles="Cc1cccnc1CN1CCN(C(=O)CCc2nnc(CCc3ccccc3)o2)CC1" total_energy_ha=-1356.21849 homo_energy_ev=-8.1 gap_ev=8.8 charge=0 de_lowest_kj_mol=250.9
O 4.02053 -1.09821 -1.38941 -0.06 -0.36 0.13 -0.659
O 1.52123 -1.72447 1.51851 0.06 -0.17 0.13 -0.412
N 3.78904 1.07273 -1.90743 0.09 0.05 -0.30 -0.438
N 0.32561 -0.34140 0.31751 -1.10 -0.67 0.07 -0.308
N 1.59848 0.11082 0.33721 1.31 0.12 0.36 -0.338
N -0.56205 3.03448 -0.38061 0.24 0.37 0.03 -0.432
N 1.48953 2.52783 -2.67405 0.00 0.01 -0.10 -0.440
C 0.29824 -1.42382 1.01859 -0.15 0.33 -0.49 0.471
C 3.67270 2.48292 -1.61558 -0.29 0.33 0.28 -0.217
C -2.17765 1.61011 0.61693 -0.05 0.02 -0.13 -0.244
C -0.75620 2.44921 -1.55594 -0.15 -0.18 -0.22 0.190
C -2.81906 -3.68212 3.68955 0.00 0.03 -0.01 -0.208
C 3.09734 0.75537 -3.14119 -0.28 -0.39 -0.21 -0.218
C -5.16096 -2.75194 2.55190 -0.09 0.01 -0.06 -0.220
C -0.88776 -2.24710 1.33511 0.18 0.08 0.34 -0.448
C 1.61742 1.11277 -2.98117 0.24 -0.08 -0.17 -0.243
C 0.11111 2.99770 -2.67106 -0.01 0.05 -0.07 -0.243
C -1.23909 2.62496 0.67356 -0.20 -0.12 0.31 0.034
C 2.19695 2.84847 -1.44364 0.35 0.11 0.11 -0.253
C -3.97461 -2.06935 2.35362 0.03 -0.03 0.03 -0.162
C -1.68292 1.41361 -1.72782 -0.12 0.05 0.21 -0.035
C -1.50381 -1.79512 2.67360 -0.07 -0.18 -0.16 -0.405
C -1.94443 0.76003 -3.05053 0.07 0.05 -0.01 -0.634
C -2.79210 -2.52511 2.92297 0.05 0.07 0.13 -0.041
C -5.17867 -3.90326 3.32115 -0.08 -0.06 0.02 -0.218
C 3.74873 -0.66385 1.29739 0.11 -0.16 0.03 -0.445
C 2.29012 -0.72075 1.04308 -0.13 0.40 -0.15 0.493
C 4.03194 0.06982 -1.03742 0.43 0.26 0.08 0.709
C -4.00504 -4.36684 3.88972 -0.03 -0.09 0.03 -0.202
C 4.35994 0.42470 0.41394 -0.24 -0.27 -0.05 -0.494
C -2.39702 1.00639 -0.60758 0.03 0.20 0.04 -0.165
H 1.09919 0.91584 -3.92291 -0.02 -0.04 0.01 0.197
H -1.68453 -0.71957 2.62277 0.05 0.00 0.04 0.220
H -1.02172 3.14426 1.59878 -0.06 -0.01 0.12 0.187
H 1.79185 2.29573 -0.58484 0.15 0.20 -0.10 0.219
H -3.96294 -1.16992 1.75451 0.00 0.14 -0.08 0.196
H -0.79441 -1.99057 3.48027 -0.01 0.08 0.01 0.215
H 4.17451 -1.63680 1.04053 0.00 0.09 0.06 0.255
H 4.25093 2.75693 -0.73570 0.00 -0.01 -0.04 0.207
H -6.07431 -2.38499 2.10682 -0.07 0.03 -0.03 0.213
H -0.31566 2.76552 -3.64826 -0.01 0.05 0.00 0.197
H 3.93464 1.38383 0.69455 0.10 0.06 0.01 0.224
H -2.16847 1.50194 -3.81587 -0.02 -0.04 -0.10 0.218
H -0.60102 -3.29791 1.39528 -0.10 -0.03 -0.08 0.232
H -2.79079 0.08079 -2.97240 -0.03 -0.03 -0.04 0.214
H -4.01283 -5.26394 4.49134 0.00 -0.07 0.05 0.214
H 2.09231 3.91876 -1.25814 0.00 0.01 0.06 0.206
H 3.21509 -0.31043 -3.33777 0.00 0.16 -0.03 0.243
H -2.72719 1.31183 1.49742 -0.04 -0.01 0.09 0.209
H 5.44299 0.44814 0.54576 -0.03 0.05 0.00 0.237
H -1.61623 -2.11285 0.53557 0.07 -0.05 -0.02 0.240
H -1.07735 0.18785 -3.37424 0.04 -0.07 -0.11 0.224
H -6.10458 -4.43649 3.47763 -0.07 -0.04 0.02 0.214
H -3.12939 0.21525 -0.70189 -0.06 -0.07 -0.03 0.203
H 4.08009 3.02512 -2.47593 0.03 0.01 0.11 0.201
H 1.18950 0.48026 -2.18794 -0.04 -0.04 -0.10 0.192
H 0.15242 4.08475 -2.55407 -0.13 -0.08 -0.03 0.216
H 3.93651 -0.47001 2.35644 0.03 -0.01 -0.04 0.229
H -1.90548 -4.04705 4.13745 0.11 -0.02 0.05 0.208
H 3.53931 1.33511 -3.95605 -0.04 -0.02 0.01 0.194